# 1
A single C23H24N4O4 molecule in a non-equilibrium geometry, computed with the ωB97M-V functional and the def2-TZVPD basis.

E in eV: -38388.946
Kohn-Sham gap in Eh: 0.3040
Maximum force in eV/A: 1.49
Energy above the lowest of the compared OMol25 structures with the same formula, charge and spin in kJ/mol: 483.2

The geometry in XYZ format:
```
55
Properties=species:S:1:pos:R:3:lowdin_charge:R:1
C -7.966 -2.399 -1.668 -0.0948
O -6.689 -2.500 -1.087 -0.0904
C -6.237 -1.456 -0.332 -0.2819
C -6.945 -0.286 -0.076 -0.0157
C -6.380 0.709 0.699 0.0049
C -5.107 0.563 1.240 -0.2621
O -4.663 1.610 2.008 -0.0319
C -3.311 1.650 2.395 -0.1071
C -2.379 1.753 1.234 -0.2984
N -2.268 2.721 0.403 0.2109
C -1.302 2.346 -0.504 -0.2109
C -0.904 3.172 -1.556 -0.1939
N -0.562 3.853 -2.417 0.1556
C -0.847 1.081 -0.143 -0.2051
N 0.004 0.205 -0.721 -0.0448
C 0.979 0.664 -1.689 -0.1072
C 2.283 1.029 -0.974 -0.1263
N 2.762 -0.126 -0.242 -0.1129
C 4.133 -0.212 0.039 -0.2378
C 5.046 -0.144 -1.011 -0.0192
C 6.406 -0.270 -0.797 -0.0198
C 6.894 -0.486 0.487 -0.2835
O 8.212 -0.632 0.815 -0.0897
C 9.167 -0.564 -0.214 -0.0954
C 5.987 -0.565 1.541 -0.0024
C 4.633 -0.425 1.324 -0.0204
C 1.809 -0.556 0.756 -0.1510
C 0.496 -0.920 0.048 -0.1111
O -1.527 0.709 0.964 0.1126
C -4.403 -0.610 0.992 -0.0103
C -4.965 -1.603 0.213 0.0041
H -8.748 -2.304 -0.908 0.0946
H -8.027 -1.554 -2.361 0.0952
H -8.112 -3.327 -2.220 0.0919
H -7.934 -0.132 -0.477 0.1042
H -6.919 1.620 0.900 0.1214
H -3.230 2.554 3.005 0.1421
H -3.035 0.775 2.999 0.1359
H 0.586 1.517 -2.239 0.1018
H 1.162 -0.161 -2.383 0.1354
H 3.029 1.346 -1.700 0.1187
H 2.087 1.876 -0.292 0.1378
H 4.692 -0.002 -2.021 0.1109
H 7.071 -0.208 -1.643 0.1031
H 10.133 -0.702 0.271 0.0922
H 9.151 0.410 -0.714 0.0948
H 9.019 -1.356 -0.956 0.0947
H 6.370 -0.729 2.536 0.1185
H 3.968 -0.472 2.172 0.1030
H 2.193 -1.441 1.263 0.1262
H 1.607 0.230 1.505 0.1350
H -0.259 -1.226 0.772 0.1239
H 0.679 -1.741 -0.651 0.1341
H -3.418 -0.772 1.400 0.1017
H -4.423 -2.514 0.014 0.1191
```

# 2
2 unconnected molecules or ions with the total composition C3H8N2O, computed with the ωB97M-V functional and the def2-TZVPD basis.

E in eV: -8268.010
Kohn-Sham gap in Eh: 0.3546
Maximum force in eV/A: 0.92
Energy above the lowest of the compared OMol25 structures with the same formula, charge and spin in kJ/mol: 127.0

The geometry in XYZ format:
```
14
Properties=species:S:1:pos:R:3:lowdin_charge:R:1
N 2.569 -0.254 0.107 0.1482
C 1.890 -0.639 -0.836 -0.4138
O 1.234 -1.003 -1.735 0.1393
H 3.573 -0.340 0.071 0.0741
C -1.230 -0.884 0.645 -0.1439
N -0.265 0.176 0.442 -0.2239
C -0.771 1.278 -0.348 -0.1478
H -0.793 -1.655 1.287 0.0790
H -2.179 -0.545 1.099 0.0742
H -1.461 -1.346 -0.324 0.0796
H 0.113 0.504 1.322 0.1018
H -0.991 0.920 -1.362 0.0791
H -1.690 1.736 0.062 0.0747
H 0.000 2.052 -0.430 0.0794
```

# 3
A molecular structure, C35H54BaN6O10P2 in a non-equilibrium geometry, computed with the ωB97M-V functional and the def2-TZVPD basis.

E in eV: -85861.408
Kohn-Sham gap in Eh: 0.2267
Maximum force in eV/A: 4.74
Energy above the lowest of the compared OMol25 structures with the same formula, charge and spin in kJ/mol: 277.3

The geometry in XYZ format:
```
108
Properties=species:S:1:pos:R:3:lowdin_charge:R:1
Ba -0.921 0.145 0.451 2.0399
C 0.994 4.893 3.675 -0.0429
N 0.379 3.813 2.930 -0.1202
C -1.038 3.568 3.169 -0.0254
C 1.029 3.129 1.971 -0.4230
O 0.483 2.315 1.241 -0.1068
C 2.528 3.403 1.834 -0.1100
O 3.205 2.429 1.076 -0.0931
C 3.735 1.378 1.850 -0.1089
C 2.857 0.122 1.883 -0.4130
O 1.982 -0.055 1.050 -0.0333
N 3.094 -0.782 2.855 -0.1324
C 4.204 -0.744 3.778 -0.0407
C 2.225 -1.940 2.968 -0.0221
H 0.279 5.234 4.419 0.0918
H 1.245 5.746 3.039 0.0966
H 1.888 4.568 4.210 0.0857
H -1.182 3.424 4.240 0.0982
H -1.340 2.657 2.655 0.0467
H -1.638 4.405 2.811 0.0924
H 2.977 3.474 2.829 0.1133
H 2.673 4.377 1.358 0.1425
H 3.930 1.734 2.865 0.1176
H 4.701 1.097 1.415 0.1423
H 4.885 0.072 3.562 0.0753
H 4.774 -1.674 3.707 0.0956
H 3.846 -0.640 4.805 0.0966
H 1.260 -1.727 2.518 0.0649
H 2.072 -2.155 4.026 0.0966
H 2.676 -2.809 2.478 0.0968
C -5.239 -2.114 1.810 -0.0726
C -5.318 -2.132 3.195 -0.0734
C -4.256 -1.654 3.934 -0.0201
C -3.104 -1.172 3.294 -0.2205
N -3.058 -1.129 1.956 0.0216
C -4.086 -1.587 1.252 -0.1481
C -1.908 -0.696 4.063 -0.2213
C -1.851 -0.950 5.443 -0.0675
C -0.782 -0.499 6.194 -0.1201
C 0.242 0.197 5.564 -0.1234
C 0.175 0.405 4.192 -0.1926
C -0.885 -0.013 3.374 -0.1621
H -6.038 -2.473 1.178 0.0972
H -6.202 -2.506 3.697 0.1039
H -4.320 -1.639 5.011 0.0939
H -3.990 -1.502 0.174 0.1036
H -2.622 -1.514 5.949 0.0852
H -0.753 -0.695 7.259 0.0898
H 1.083 0.561 6.147 0.0852
H 1.018 0.935 3.749 0.0647
C -1.019 -4.711 -1.222 -0.0379
C -1.200 -3.454 -2.035 -0.4069
C -1.714 -3.701 -3.431 -0.0274
O 0.112 -2.786 -2.187 -0.2112
P 0.738 -1.929 -1.017 0.4841
O -0.047 -2.095 0.252 -0.4845
C 0.797 -0.099 -1.747 -0.2624
P -0.826 0.297 -2.689 0.4325
O -1.954 -0.126 -1.817 -0.4506
O -0.868 -0.534 -4.030 -0.1802
C -0.238 -0.135 -5.276 -0.4336
C -1.206 0.722 -6.060 -0.0312
C 0.138 -1.418 -5.984 -0.0304
O -0.821 1.802 -3.046 -0.1705
C -0.085 3.055 -3.070 -0.3846
C 0.186 3.510 -1.655 -0.0226
C 1.142 2.920 -3.938 -0.0344
O 2.235 -2.371 -0.878 -0.1686
C 3.081 -3.140 -1.774 -0.4071
C 2.649 -4.588 -1.801 -0.0345
C 3.159 -2.483 -3.132 -0.0419
H -2.002 -5.143 -1.023 0.0944
H -0.550 -4.500 -0.264 0.0780
H -0.431 -5.455 -1.763 0.0813
H -1.841 -2.743 -1.513 0.1225
H -1.023 -4.332 -3.992 0.0903
H -1.866 -2.767 -3.961 0.0651
H -2.670 -4.222 -3.363 0.0937
H 1.660 -0.022 -2.404 0.0548
H 0.907 0.652 -0.935 -0.0239
H 0.667 0.433 -5.028 0.1201
H -2.099 0.149 -6.310 0.0960
H -0.738 1.051 -6.991 0.0920
H -1.517 1.600 -5.497 0.0780
H -0.758 -1.979 -6.248 0.0896
H 0.764 -2.044 -5.350 0.0666
H 0.683 -1.199 -6.903 0.0902
H -0.797 3.733 -3.545 0.1531
H 1.038 2.990 -1.215 0.0758
H -0.684 3.355 -1.019 0.0732
H 0.403 4.579 -1.664 0.1014
H 1.877 2.245 -3.496 0.0826
H 1.613 3.901 -4.024 0.0958
H 0.884 2.586 -4.942 0.0724
H 4.053 -3.058 -1.279 0.1459
H 1.729 -4.725 -2.367 0.0681
H 2.499 -4.968 -0.792 0.0936
H 3.437 -5.176 -2.276 0.0903
H 2.186 -2.468 -3.624 0.0610
H 3.844 -3.049 -3.764 0.0929
H 3.538 -1.465 -3.053 0.0842
O -2.565 1.889 0.752 -0.4283
N -2.919 3.101 0.665 -0.0454
C -3.542 3.506 -0.428 -0.3318
C -3.816 4.894 -0.494 -0.2163
N -4.034 6.022 -0.573 0.1287
C -3.905 2.644 -1.498 -0.1947
N -4.191 1.971 -2.387 0.1688
```